{"formula": "C5H5Cl", "method": "ωB97M-V with the def2-TZVPD basis set", "homo_lumo_gap_ev": 9.642, "smiles": "C#C/C=C(/C)Cl", "relative_energy_ev": 1.953, "lumo_energy_ev": 0.656, "e_homo_ev": -9.0, "symbols": ["C", "C", "C", "C", "C", "H", "H", "H", "H", "H", "Cl"], "positions_angstrom": [[1.98427, -0.20207, 0.06559], [0.50992, 0.11301, 0.07050], [-0.59825, -0.62454, -0.17496], [-1.91317, -0.01334, -0.12929], [-3.01014, 0.41454, 0.09023], [2.54557, -0.04292, 1.01981], [2.18422, -1.22482, -0.27502], [2.57814, 0.54084, -0.56172], [-0.49839, -1.74191, -0.40126], [-3.92664, 0.94363, 0.38977], [0.14447, 1.83757, -0.09365]], "atomic_forces_ev_per_a": [[1.2061, 0.7651, -0.0708], [-0.7171, 0.6832, -1.3489], [0.7385, -1.2543, 0.0450], [0.8576, -1.1234, 0.0633], [-1.2073, 0.9587, 0.4625], [-1.0792, -0.3436, -0.1991], [-0.1178, 0.2432, 0.0572], [-1.1631, -1.0269, 0.1880], [-0.2607, 1.6950, 0.6467], [0.9723, -0.7599, -0.5507], [0.7709, 0.1629, 0.7067]]}

{"formula": "C6H7N", "method": "ωB97M-V with the def2-TZVPD basis set", "homo_lumo_gap_ev": 9.199, "smiles": "C=C1C=C1.C1=CN1", "relative_energy_ev": 8.094, "lumo_energy_ev": 1.159, "e_homo_ev": -8.0, "symbols": ["C", "C", "C", "C", "C", "C", "N", "H", "H", "H", "H", "H", "H", "H"], "positions_angstrom": [[-2.69391, -0.98885, -0.58396], [1.46854, 0.81193, 0.19098], [1.08668, 1.38494, 1.27985], [2.01441, -0.50829, -0.16316], [-1.87292, 0.00175, -0.45852], [1.89948, 0.37785, -1.14530], [-1.39445, -1.34667, -0.03143], [-3.61731, -1.43708, -0.91927], [0.82391, 2.42626, 1.31576], [1.05647, 0.76745, 2.06684], [2.27351, -1.50673, 0.08749], [-1.51748, -1.51572, 1.06559], [-1.48959, 0.99360, -0.55590], [1.96266, 0.53955, -2.14897]], "atomic_forces_ev_per_a": [[0.0093, 1.7053, -0.5320], [1.9153, -3.1535, -2.5453], [-0.7049, 3.3682, -1.3683], [-0.6813, 1.8052, -1.3005], [-1.3662, -1.0507, 0.0128], [-0.4997, -0.6837, 3.9339], [0.6650, -1.5297, 2.9103], [0.2680, -0.0113, 0.0995], [-0.2638, 0.1670, 0.2393], [-0.1634, -1.6315, 3.2470], [0.0899, -0.4797, 0.1956], [0.4029, 0.7686, -2.5105], [0.0946, 0.0994, 0.0374], [0.2344, 0.6265, -2.4192]]}

{"formula": "C3H10NOS", "method": "ωB97M-V with the def2-TZVPD basis set", "total_charge": -1, "homo_lumo_gap_ev": 6.023, "relative_energy_ev": 1.790, "lumo_energy_ev": 3.398, "e_homo_ev": -2.6, "symbols": ["C", "C", "S", "H", "H", "H", "H", "H", "H", "N", "C", "O", "H", "H", "H", "H"], "positions_angstrom": [[1.37516, -0.92462, -1.37341], [0.90261, -1.28197, 0.03118], [-0.76716, -2.01760, 0.01594], [0.88456, 0.00007, -1.62961], [1.23699, -1.72890, -2.09317], [2.43711, -0.70341, -1.33711], [1.57021, -1.96005, 0.56410], [0.89715, -0.36477, 0.63254], [-0.99078, -1.74038, 1.30006], [-1.79808, 1.46510, 1.13530], [-0.71036, 1.76210, 0.12357], [0.49822, 1.63777, 0.65376], [-2.35651, 0.63691, 0.99532], [-1.26677, 1.41031, 1.99618], [-0.95436, 1.04505, -0.70902], [-0.95799, 2.76441, -0.30562]], "atomic_forces_ev_per_a": [[0.1720, -0.1702, 0.7746], [0.4231, -0.0518, 0.3488], [0.2261, 0.0110, -0.0314], [-0.3059, 0.1722, -0.4919], [-0.2311, 0.0227, -0.1816], [0.2555, 0.0344, 0.0320], [0.0878, -0.3511, -0.3465], [-0.4257, 0.2584, -0.2888], [-0.2568, 0.0142, 0.1254], [-0.1475, 1.0566, 0.3327], [-0.6717, -0.6988, -0.1873], [0.3245, 0.1808, -0.0501], [0.3850, -0.3082, -0.2000], [-0.1824, -0.2381, 0.1348], [0.1639, 0.0064, -0.1692], [0.1830, 0.0614, 0.1985]]}

{"formula": "C2H8N2O3S", "method": "ωB97M-V with the def2-TZVPD basis set", "homo_lumo_gap_ev": 10.711, "relative_energy_ev": 3.699, "lumo_energy_ev": 0.912, "e_homo_ev": -9.8, "symbols": ["C", "C", "N", "N", "O", "O", "O", "S", "H", "H", "H", "H", "H", "H", "H", "H"], "positions_angstrom": [[1.07300, 0.05958, -2.04337], [-0.49773, -2.66859, -0.49177], [-0.87820, 2.56969, 2.33176], [0.33344, -0.60437, -1.24856], [0.35160, 2.61784, 0.22069], [0.08092, 0.46176, 1.30369], [0.21105, -1.89350, -1.58342], [-0.72277, 1.89789, 0.79645], [0.04961, -0.22794, 0.62077], [1.61348, -0.33671, -3.03181], [1.38084, 1.06431, -1.76560], [0.10162, -2.29558, 0.45927], [-0.31563, -3.79614, -0.67867], [-1.54940, -2.48337, -0.43103], [-0.51912, 2.01346, 3.17607], [-0.71271, 3.62167, 2.36553]], "atomic_forces_ev_per_a": [[1.5136, -0.4725, -1.7590], [3.6071, 0.1914, 0.5072], [0.2343, 0.0204, 1.9925], [0.8572, 1.0439, -0.0570], [1.4328, 1.8427, -1.9788], [-1.2681, 1.4284, 1.1582], [-1.5958, -2.7868, 0.2374], [0.5243, -2.4358, 1.7757], [-0.2702, 0.5068, -0.5854], [-1.5139, 0.3410, 2.2907], [-0.6340, -0.0220, 0.1471], [-1.6351, -1.2343, -1.5713], [-0.0800, 2.1045, 0.1512], [-0.5294, 0.4704, -0.1232], [-0.6025, 1.2328, -1.9913], [-0.0402, -2.2310, -0.1940]]}

{"formula": "C7H14N", "method": "ωB97M-V with the def2-TZVPD basis set", "total_charge": 1, "homo_lumo_gap_ev": 6.621, "relative_energy_ev": 3.218, "lumo_energy_ev": -6.362, "e_homo_ev": -13.0, "symbols": ["C", "C", "C", "C", "C", "C", "C", "N", "H", "H", "H", "H", "H", "H", "H", "H", "H", "H", "H", "H", "H", "H"], "positions_angstrom": [[0.07993, 1.81013, -0.16375], [0.26217, 1.32734, 1.21328], [-0.01380, 0.14628, 0.31352], [-1.30854, -0.21266, 0.06229], [3.40989, -1.60156, -0.17646], [2.31075, -0.77952, 0.38746], [1.15429, -0.60743, -0.23470], [-4.62934, 0.11882, -0.98916], [-0.90152, 2.23844, -0.31809], [0.86740, 1.95768, -0.88552], [-0.55111, 1.54628, 1.89784], [1.24771, 1.43924, 1.62756], [-1.59757, -0.67533, -0.87314], [-2.06490, -0.01977, 0.82649], [4.28585, -0.97936, -0.33650], [3.70704, -2.37089, 0.53577], [3.08294, -2.07968, -1.09060], [2.50807, -0.27072, 1.31901], [1.01187, -1.06891, -1.20779], [-5.47007, 0.03237, -0.43712], [-4.61671, -0.62247, -1.67230], [-3.78610, 0.15829, -0.45253]], "atomic_forces_ev_per_a": [[-1.8419, -0.0344, 1.0067], [0.0177, -0.0245, 0.1416], [2.1268, -0.3014, 0.2510], [-0.1374, 0.6101, -0.1534], [-0.0590, -0.0706, 0.3061], [-0.0273, 0.3314, -0.0519], [-0.5892, -0.0039, -0.6548], [-0.3753, 0.2760, -0.6220], [0.1959, 0.3171, -0.4896], [0.0294, -0.2584, -0.0581], [0.0719, 0.1929, -0.0451], [0.2076, -0.2949, 0.1202], [0.0764, -0.7191, 0.2398], [-0.1061, 0.5634, -0.5381], [0.1453, 0.0230, -0.1950], [-0.0025, -0.0568, 0.0283], [0.1860, -0.0672, -0.2496], [-0.0283, -0.0718, 0.3089], [-0.1393, -0.1401, 0.0621], [0.2323, 0.0389, 0.2610], [0.1655, -0.0846, 0.0231], [-0.1483, -0.2250, 0.3088]]}

{"formula": "C33H47NO3S", "method": "ωB97M-V with the def2-TZVPD basis set", "homo_lumo_gap_ev": 8.501, "smiles": "CCCCCCCCC[C@@H]1COS(=O)(=O)[C@@H](N)[C@@H]1Cc1ccccc1C.c1ccccc1.c1ccccc1", "lumo_energy_ev": -0.071, "e_homo_ev": -8.6, "symbols": ["C", "C", "C", "C", "C", "C", "C", "C", "C", "C", "C", "O", "S", "O", "O", "C", "N", "C", "C", "C", "C", "C", "C", "C", "C", "C", "H", "H", "H", "H", "H", "H", "H", "H", "H", "H", "H", "H", "H", "H", "H", "H", "H", "H", "H", "H", "H", "H", "H", "H", "H", "H", "H", "H", "H", "H", "H", "H", "H", "H", "H", "C", "C", "C", "C", "C", "C", "H", "H", "H", "H", "H", "H", "C", "C", "C", "C", "C", "C", "H", "H", "H", "H", "H", "H"], "positions_angstrom": [[-5.07143, -2.31511, -1.52310], [-4.21696, -1.34460, -2.58269], [-2.99344, -0.60145, -1.73776], [-3.67484, 0.46225, -0.66154], [-2.74309, 1.78252, -0.38439], [-1.20339, 1.27662, -0.13773], [-1.06964, 0.11853, 1.06146], [0.57289, 0.00072, 1.35459], [0.94527, -1.52527, 1.82210], [2.48831, -1.73835, 2.34026], [2.93683, -0.71596, 3.54902], [4.32597, -0.24005, 3.46621], [4.39123, 0.77488, 2.06437], [5.77486, 1.46581, 2.10588], [3.32951, 1.94151, 2.12686], [4.08846, -0.32321, 0.57844], [5.26071, -0.46986, -0.36591], [3.60162, -1.80902, 1.09385], [3.14359, -2.83611, -0.09862], [2.71429, -2.12525, -1.51053], [1.20020, -1.47470, -1.79461], [0.77851, -0.73326, -3.21616], [1.83863, -0.59192, -4.45799], [3.33296, -1.26509, -4.24378], [3.75699, -2.00995, -2.81326], [5.30331, -2.63129, -2.78978], [-5.93001, -1.69104, -0.99810], [-5.54376, -3.20610, -2.11980], [-4.31992, -2.66844, -0.66949], [-3.82550, -1.95508, -3.50510], [-4.97143, -0.48333, -2.92005], [-2.38181, -1.44398, -1.19967], [-2.26059, -0.00852, -2.44035], [-4.70760, 0.79781, -1.14490], [-3.80774, -0.10944, 0.36034], [-3.14234, 2.48721, 0.48055], [-2.71585, 2.47535, -1.35614], [-0.69759, 0.91615, -1.13527], [-0.57421, 2.19542, 0.26382], [-1.63958, 0.55537, 2.00449], [-1.54913, -0.90880, 0.75637], [0.80568, 0.83640, 2.13956], [1.08145, 0.33382, 0.33658], [0.24923, -1.76150, 2.76291], [0.63370, -2.34762, 1.01466], [2.52144, -2.83251, 2.81763], [2.86000, -1.32893, 4.57066], [2.18784, 0.20062, 3.69993], [3.22165, 0.20136, -0.05294], [6.12028, 0.01968, -0.03597], [4.97878, 0.03329, -1.26071], [4.56545, -2.30255, 1.59745], [4.06909, -3.55914, -0.30911], [2.26738, -3.56656, 0.24288], [0.33329, -1.51233, -0.97561], [-0.29733, -0.27068, -3.37199], [1.60691, -0.05199, -5.46982], [4.11548, -1.17766, -5.13189], [6.06454, -1.85527, -3.28429], [5.30743, -3.60931, -3.46398], [5.63234, -2.97063, -1.71288], [1.68145, 2.66999, 7.61040], [2.29024, 2.67342, 6.35576], [3.35939, 1.81648, 6.09620], [3.81377, 0.94822, 7.08927], [3.20248, 0.94218, 8.34273], [2.13932, 1.80575, 8.60522], [0.85044, 3.34041, 7.81340], [1.93166, 3.34515, 5.57982], [3.83788, 1.82415, 5.12064], [4.64378, 0.27687, 6.88562], [3.55564, 0.26433, 9.11600], [1.66692, 1.80466, 9.58360], [-8.04495, 1.72096, -4.61061], [-7.99325, 2.13857, -5.94016], [-6.78664, 2.57082, -6.48976], [-5.62854, 2.57608, -5.71176], [-5.67954, 2.15488, -4.38328], [-6.88810, 1.73142, -3.83099], [-8.98620, 1.38738, -4.18164], [-8.89432, 2.12793, -6.54831], [-6.74806, 2.90251, -7.52378], [-4.68713, 2.90827, -6.14132], [-4.77660, 2.15750, -3.77760], [-6.92857, 1.40858, -2.79440]], "atomic_forces_ev_per_a": [[0.4911, 0.6218, -0.1772], [-0.3907, 0.6474, 1.0737], [-0.7241, 0.0923, -0.3256], [0.2622, -0.0348, -0.2272], [0.6083, -0.1599, -1.0064], [-0.0911, 0.3931, 1.1506], [0.5520, 1.1487, -0.4982], [-1.3050, 0.0092, -0.6331], [-0.3608, 0.3836, 1.1646], [0.0556, -1.1084, -0.5534], [-2.0223, -0.8342, 1.5499], [-1.5048, 1.0743, -2.9290], [1.4392, 7.2705, 1.9256], [-3.9682, -3.7284, -0.5018], [2.7692, -5.2739, -0.1596], [-1.2434, -1.4652, -1.8453], [-0.8164, 1.7217, 0.0293], [0.5644, -0.1017, 1.5895], [0.2595, -0.4565, -1.0186], [-1.3317, 1.9565, -4.1801], [1.9075, 0.4029, -2.6324], [3.6827, -1.2230, -0.0167], [1.7124, -2.4897, 4.1744], [-2.9629, 0.1791, 2.8335], [-2.1337, 1.2527, -0.5989], [-0.8677, -0.3102, -0.4707], [1.8023, -1.3408, -1.1385], [0.9299, 1.6284, 1.4107], [-1.7413, 0.4381, -1.9081], [-0.7505, 1.2401, 1.8618], [1.7592, -1.9589, 0.3265], [-1.0582, 1.6776, -0.9542], [-1.5504, -1.1995, 1.1937], [2.0345, -0.7515, 1.3489], [-0.1245, 1.2407, -2.0570], [0.8219, -1.7794, -1.6147], [-0.1777, -1.5289, 1.9682], [-1.0589, 0.6065, 1.9882], [-1.1804, -1.8202, -0.9237], [1.2063, -1.1161, -1.8491], [0.9952, 1.9902, 0.5730], [-0.1205, -1.8424, -1.3940], [-0.8044, -0.9202, 2.1921], [1.4275, 0.5130, -1.9477], [0.8680, 1.9704, 1.6582], [-0.0440, 2.3262, -1.1132], [0.4637, 1.4260, -2.2572], [1.7822, -1.9288, -0.6469], [1.6985, -1.0218, 1.8908], [-0.9551, -0.4870, 0.0450], [0.5561, -0.8820, 1.5447], [-1.9761, 1.1892, -1.1692], [-2.0895, 1.7377, 0.2760], [1.8345, 1.8334, -0.6025], [2.2531, 0.0261, -1.9375], [2.4716, -1.1802, 0.5802], [0.3191, -1.1761, 2.2809], [-1.7554, -0.3215, 2.2406], [-1.7440, -1.7076, 1.3405], [-0.0543, 2.1004, 1.3308], [-0.6442, 1.0683, -2.2233], [0.1367, -0.1347, -0.0107], [0.0298, -0.0923, 0.1201], [-0.0562, -0.0264, 0.0993], [-0.1735, 0.1110, 0.0223], [-0.0547, 0.0874, -0.1011], [0.0629, 0.0064, -0.1808], [0.1193, -0.0923, -0.0255], [0.0839, -0.0989, 0.1020], [-0.0652, 0.0258, 0.1305], [-0.0940, 0.1045, 0.0112], [-0.0490, 0.1122, -0.1090], [0.0598, -0.0039, -0.1271], [0.1678, 0.0453, -0.0521], [0.1314, 0.0120, 0.0937], [0.0193, -0.0705, 0.1939], [-0.1770, -0.0560, 0.0555], [-0.1360, 0.0049, -0.0887], [0.0001, 0.0544, -0.2199], [0.1382, 0.0497, -0.0635], [0.1388, 0.0093, 0.0984], [-0.0041, -0.0559, 0.1424], [-0.1354, -0.0440, 0.0662], [-0.1187, 0.0014, -0.0727], [0.0004, 0.0335, -0.1149]]}

Which formula does entry 6 have?
C33H47NO3S

Number 5 is which compound?
C7H14N